No. 1
Molecular formula: C5H10N2O4
Method: DFT, wB97M-V/def2-TZVPD

The geometry in ORCA input format:
```
! RIJCOSX wB97M-V def2-TZVPD def2/J DEFGRID3
* xyz 0 1
C -2.204 0.592 0.525
C -1.241 1.270 -0.451
C 0.738 -0.421 -0.424
C 0.760 -0.960 1.025
C 2.175 -0.095 -0.781
H -1.336 0.235 2.249
H -2.955 -0.034 2.078
H -3.143 0.996 0.130
H -2.109 -0.392 0.080
H 0.536 1.541 -1.274
H 0.517 -1.145 -1.094
H 2.434 0.835 -0.287
H 2.895 -0.925 -0.340
H 1.602 -0.147 -2.587
H 0.940 -2.604 0.143
N -2.189 0.609 1.937
N 0.059 0.825 -0.681
O -1.623 2.222 -1.132
O 0.653 -0.164 1.926
O 2.465 0.049 -2.154
O 1.024 -2.288 1.112
*
```

## Properties
Energy above the lowest of the compared OMol25 structures with the same formula, charge and spin (eV): 2.1420
Energy (Eh): -606.95080
Orbital gap (eV): 9.45
Highest occupied orbital energy (eV): -9.5
Largest force on an atom (eV Å⁻¹): 3.846
SMILES: NCC(=O)N[C@@H](CO)C(=O)O

No. 2
Molecular formula: C5H10N2O4
Method: DFT, wB97M-V/def2-TZVPD

The geometry in ORCA input format:
```
! RIJCOSX wB97M-V def2-TZVPD def2/J DEFGRID3
* xyz 0 1
C -2.672 0.648 0.403
C 1.155 1.447 -1.035
C 2.984 -1.076 0.620
C 2.590 0.434 0.553
C -2.545 -0.685 -0.396
N -3.556 -1.410 -0.408
N -1.400 -0.835 -1.070
O -1.793 1.449 0.519
O -3.824 0.750 0.940
O 1.486 2.515 -0.291
O 1.705 0.351 -0.605
H 2.196 -1.775 0.364
H 3.778 -1.365 0.059
H 3.211 -1.272 1.749
H 3.387 1.031 0.420
H 1.891 0.932 1.198
H -3.617 -2.279 -0.929
H -4.363 -0.169 0.712
H 1.011 3.186 -0.693
H -0.657 -0.203 -0.758
H -0.969 -1.675 -1.350
*
```

## Properties
Energy above the lowest of the compared OMol25 structures with the same formula, charge and spin (eV): 3.3993
Energy (Eh): -606.90459
Orbital gap (eV): 9.71
Highest occupied orbital energy (eV): -9.0
Largest force on an atom (eV Å⁻¹): 5.970

No. 3
Molecular formula: C5H10N2O5
Method: DFT, wB97M-V/def2-TZVPD

The geometry in ORCA input format:
```
! RIJCOSX wB97M-V def2-TZVPD def2/J DEFGRID3
* xyz 0 1
C -0.154 -0.280 1.846
C -0.679 -0.377 -0.386
C 0.514 0.546 -0.163
C -1.948 0.359 -0.725
C 1.908 -0.279 -0.648
N -0.702 -1.008 0.865
N 0.379 0.865 1.254
O -0.134 -0.468 3.085
O 0.416 1.704 -0.989
O -2.883 -0.723 -0.982
O 2.041 -1.518 -0.171
O 1.308 1.622 1.913
H -0.502 -1.106 -1.178
H -1.765 0.890 -1.681
H -2.080 1.085 0.068
H 2.785 0.309 -0.682
H 1.618 -0.332 -1.770
H -1.223 -1.846 0.927
H 1.372 1.985 -1.101
H -3.642 -0.322 -1.363
H 1.491 -2.175 -0.614
H 1.883 1.070 2.496
*
```

## Properties
Energy above the lowest of the compared OMol25 structures with the same formula, charge and spin (eV): 1.7688
Energy (Eh): -682.15173
Orbital gap (eV): 9.49
Highest occupied orbital energy (eV): -9.1
Largest force on an atom (eV Å⁻¹): 6.125
SMILES: O=C1N[C@@H](CO)[C@](O)(CO)N1O

No. 4
Molecular formula: C5H10N2S
Method: DFT, wB97M-V/def2-TZVPD

The geometry in ORCA input format:
```
! RIJCOSX wB97M-V def2-TZVPD def2/J DEFGRID3
* xyz 0 1
C -1.303 -1.017 -0.873
C 0.821 -0.281 1.146
C -1.493 -0.607 -2.236
C 1.920 -1.061 0.336
C -0.547 1.617 1.468
N -1.139 -1.433 0.191
N 0.520 0.888 0.770
S 0.946 1.637 -0.652
H 0.477 -0.472 2.127
H -2.483 -0.228 -2.475
H -1.177 -1.206 -2.996
H -0.876 0.348 -2.202
H 2.800 -0.299 0.057
H 1.543 -1.469 -0.612
H 2.286 -1.782 0.961
H -0.137 2.349 2.183
H -1.062 2.091 0.678
H -1.096 0.924 2.129
*
```

## Properties
Energy above the lowest of the compared OMol25 structures with the same formula, charge and spin (eV): 2.7191
Energy (Eh): -704.12388
Orbital gap (eV): 8.53
Highest occupied orbital energy (eV): -7.7
Largest force on an atom (eV Å⁻¹): 4.762
SMILES: C/C=[N+](/C)[S-].CC#N

No. 5
Molecular formula: C5H10N2S
Method: DFT, wB97M-V/def2-TZVPD

The geometry in ORCA input format:
```
! RIJCOSX wB97M-V def2-TZVPD def2/J DEFGRID3
* xyz 0 1
C 0.830 -0.883 -0.006
C -0.318 -0.599 -1.016
C -0.536 0.909 -1.206
C -0.497 0.878 1.229
C -0.311 -0.599 1.023
H 3.192 -0.880 0.027
H 1.111 -1.960 -0.065
H -0.374 -1.106 -1.980
H 0.080 1.287 -2.035
H -1.586 1.081 -1.460
H 0.707 2.062 0.000
H 0.282 1.196 1.970
H -1.506 1.079 1.624
H -0.367 -1.225 1.911
H -1.467 -2.007 -0.014
N -0.231 1.645 0.018
N -1.333 -1.009 -0.004
S 2.327 0.130 -0.015
*
```

## Properties
Energy above the lowest of the compared OMol25 structures with the same formula, charge and spin (eV): 1.6027
Energy (Eh): -704.16490
Orbital gap (eV): 9.15
Highest occupied orbital energy (eV): -8.5
Largest force on an atom (eV Å⁻¹): 1.894

No. 6
Molecular formula: C5H10N2S
Method: DFT, wB97M-V/def2-TZVPD

The geometry in ORCA input format:
```
! RIJCOSX wB97M-V def2-TZVPD def2/J DEFGRID3
* xyz 0 1
C -2.309 -0.417 -0.626
C -0.986 -0.257 -0.028
C -0.923 -1.026 1.297
C 0.155 -0.908 -0.780
C 1.439 -0.252 -0.190
H -2.487 0.467 -1.500
H -2.103 -1.594 -1.129
H -3.266 -0.408 0.515
H -1.161 -1.994 1.040
H -1.757 -0.956 2.193
H 0.200 -0.906 1.606
H -0.001 -0.773 -1.811
H 0.182 -1.925 -0.486
H 2.723 -1.624 -0.714
H 2.053 1.335 0.726
N 2.665 -0.745 -0.080
N 1.241 0.899 0.341
S -0.374 1.529 -0.018
*
```

## Properties
Energy above the lowest of the compared OMol25 structures with the same formula, charge and spin (eV): 4.6908
Energy (Eh): -704.05142
Orbital gap (eV): 8.71
Highest occupied orbital energy (eV): -8.2
Largest force on an atom (eV Å⁻¹): 5.823

No. 7
Molecular formula: C5H10N2S
Method: DFT, wB97M-V/def2-TZVPD

The geometry in ORCA input format:
```
! RIJCOSX wB97M-V def2-TZVPD def2/J DEFGRID3
* xyz 0 1
C -2.267 0.346 -0.889
C -0.781 0.717 0.997
C 0.512 0.935 0.181
C 1.485 -1.366 0.388
C 2.395 -0.562 -0.486
H -2.761 1.273 -0.732
H -1.482 0.468 -1.651
H -3.009 -0.330 -1.268
H -1.362 -1.070 0.267
H -0.504 0.296 1.952
H -1.252 1.694 1.164
H 1.128 -2.345 0.060
H 1.626 -1.243 1.476
H 2.702 -0.951 -1.460
H 3.118 0.113 0.018
N -1.760 -0.153 0.390
N 1.016 -0.217 -0.347
S 1.195 2.396 -0.059
*
```

## Properties
Energy above the lowest of the compared OMol25 structures with the same formula, charge and spin (eV): 2.0045
Energy (Eh): -704.15014
Orbital gap (eV): 8.81
Highest occupied orbital energy (eV): -8.4
Largest force on an atom (eV Å⁻¹): 1.088
SMILES: CNCC(=S)N1CC1

No. 8
Molecular formula: C5H10N2S
Method: DFT, wB97M-V/def2-TZVPD

The geometry in ORCA input format:
```
! RIJCOSX wB97M-V def2-TZVPD def2/J DEFGRID3
* xyz 0 3
C -0.689 -0.424 -0.122
C 1.723 -1.323 -0.588
C 1.551 -1.045 0.848
C 0.732 -0.178 -0.137
C 1.431 1.222 -0.241
N -3.398 0.790 -0.182
N -2.264 1.221 0.228
S -1.413 -1.866 -0.148
H 2.565 -1.014 -1.146
H 1.308 -2.289 -0.858
H 1.046 -1.881 1.337
H 2.079 -0.251 1.450
H 2.275 1.126 -0.925
H 1.658 1.783 0.692
H 0.859 2.070 -0.729
H -3.861 0.058 0.367
H -3.437 0.669 -1.141
H -2.164 1.334 1.294
*
```

## Properties
Energy above the lowest of the compared OMol25 structures with the same formula, charge and spin (eV): 2.1923
Energy (Eh): -703.96680
Orbital gap (alpha / beta) (eV): 6.28 / 8.50
Highest occupied orbital energy (alpha / beta) (eV): -6.0 / -9.1
Largest force on an atom (eV Å⁻¹): 4.709